Here is a structure of composition C37H32F6N4O7PReS2 from the OMol25 dataset. Energies are from wB97M-V/def2-TZVPD.

Last column: Mulliken spin population.
Atoms and positions in Å:
Re (0.1884, -0.2114, -1.2666)  0.673
C (1.1442, 2.6585, -4.3217)  -0.001
C (1.2268, 1.5791, -3.3066)  0.021
O (0.1863, 1.0114, -2.9274)  0.000
C (2.4779, 1.1162, -2.6971)  0.046
C (2.1770, 0.3314, -1.3454)  -0.001
C (3.1950, -2.1235, -1.4833)  -0.002
N (2.5266, 0.8089, -0.1119)  0.116
N (2.0797, 1.9333, 0.3528)  0.046
C (0.8208, 2.2959, 0.1961)  0.007
O (-0.0559, 1.4662, -0.2536)  -0.005
C (0.3589, 3.5972, 0.7099)  -0.004
C (1.2215, 4.4291, 1.4251)  0.006
C (0.7584, 5.6349, 1.9241)  -0.002
C (-0.5612, 6.0191, 1.7162)  0.004
C (-1.4195, 5.1952, 1.0017)  -0.002
C (-0.9610, 3.9882, 0.4971)  0.004
H (1.1459, 2.2035, -5.3182)  0.002
H (0.2092, 3.2045, -4.2086)  0.000
H (1.9973, 3.3306, -4.2599)  0.000
H (3.2551, 1.8782, -2.6397)  -0.002
H (4.0603, -2.6660, -1.8588)  0.001
H (3.1428, -2.2049, -0.3989)  0.001
H (2.2832, -2.4985, -1.9254)  0.001
H (2.2425, 4.1160, 1.5961)  0.001
H (1.4276, 6.2788, 2.4809)  0.000
H (-0.9189, 6.9622, 2.1104)  0.000
H (-2.4470, 5.4946, 0.8347)  0.000
H (-1.6257, 3.3442, -0.0665)  0.002
C (5.4362, -0.0607, -3.6730)  0.001
C (5.6322, 0.0370, -2.2254)  0.005
C (4.6651, -0.2387, -1.3627)  -0.003
N (3.3461, -0.6885, -1.8183)  -0.011
C (3.0484, -0.2307, -3.2237)  -0.018
C (4.2079, -0.2021, -4.1593)  -0.002
H (6.2991, -0.0223, -4.3241)  0.000
H (6.6000, 0.3199, -1.8339)  0.000
H (4.7606, -0.2098, -0.2890)  0.000
H (2.2400, -0.8613, -3.5897)  -0.010
H (4.0095, -0.2952, -5.2193)  0.000
O (-0.2020, -1.2320, 0.4998)  0.024
P (-1.0611, -1.0173, 1.7549)  0.021
C (-1.4215, -2.6367, 2.4300)  0.002
C (-0.5229, -3.2195, 3.3222)  0.002
C (-0.7361, -4.5144, 3.7717)  0.000
C (-1.8444, -5.2249, 3.3326)  0.000
C (-2.7416, -4.6473, 2.4423)  0.000
C (-2.5336, -3.3554, 1.9883)  -0.002
C (-0.0647, -0.0730, 2.9185)  0.004
C (1.3219, -0.1486, 2.8058)  0.002
C (2.1289, 0.5839, 3.6633)  0.000
C (1.5574, 1.3919, 4.6340)  0.001
C (0.1748, 1.4681, 4.7536)  0.000
C (-0.6362, 0.7393, 3.8993)  0.000
C (-2.6442, -0.1601, 1.6408)  -0.025
C (-3.5746, -0.4546, 2.6463)  0.000
C (-4.7818, 0.2229, 2.7102)  0.000
C (-5.0824, 1.1940, 1.7664)  0.000
C (-4.1648, 1.4955, 0.7708)  0.000
C (-2.9489, 0.8316, 0.7120)  0.003
H (0.3346, -2.6595, 3.6767)  0.000
H (-0.0424, -4.9648, 4.4698)  0.000
H (-2.0128, -6.2335, 3.6879)  0.000
H (-3.6052, -5.2038, 2.1011)  0.000
H (-3.2337, -2.9121, 1.2897)  0.000
H (1.7686, -0.7627, 2.0341)  -0.005
H (3.2055, 0.5327, 3.5588)  0.000
H (2.1889, 1.9695, 5.2977)  0.000
H (-0.2722, 2.1026, 5.5076)  0.000
H (-1.7108, 0.8203, 3.9900)  0.000
H (-3.3655, -1.2183, 3.3832)  0.000
H (-5.4886, -0.0182, 3.4929)  0.000
H (-6.0315, 1.7133, 1.8056)  0.000
H (-4.3948, 2.2515, 0.0306)  0.000
H (-2.2407, 1.0982, -0.0591)  0.038
F (-0.6757, -5.4501, -1.9482)  0.000
C (-0.5080, -4.2053, -1.5482)  0.004
F (-1.4831, -3.8626, -0.7193)  0.000
F (0.6615, -4.0939, -0.9215)  0.000
S (-0.5204, -3.0794, -3.0278)  0.007
O (0.2766, -1.9096, -2.5908)  0.013
O (0.0694, -3.8129, -4.0887)  -0.001
N (-2.0217, -2.7577, -3.2647)  -0.001
S (-2.7966, -1.5718, -2.5768)  0.005
O (-1.9591, -0.7976, -1.6622)  0.032
O (-4.0722, -1.9521, -2.0860)  0.000
C (-3.1141, -0.4526, -4.0057)  -0.001
F (-3.8225, 0.5841, -3.5786)  0.000
F (-1.9565, -0.0198, -4.5040)  0.000
F (-3.7805, -1.0980, -4.9442)  0.000

Forces on the atoms, in the same order (eV/Å):
0.32 -0.03 0.73
0.02 0.01 -0.07
-0.09 0.01 -0.08
-0.15 0.10 -0.10
0.10 -0.17 0.16
0.68 0.17 -0.63
0.00 0.10 -0.02
-0.60 -0.75 0.01
-0.33 0.47 -0.03
0.81 0.13 -0.11
-0.85 -0.14 0.18
-0.01 0.03 0.06
-0.05 -0.01 -0.01
0.02 0.00 -0.01
-0.01 0.00 -0.01
0.00 0.03 0.00
-0.03 -0.04 -0.04
0.01 0.00 0.03
0.00 -0.02 -0.02
-0.01 0.00 0.01
-0.01 0.02 0.02
0.01 0.00 -0.02
0.00 0.00 0.01
-0.04 -0.01 -0.01
-0.01 -0.02 -0.01
-0.02 -0.02 -0.01
0.01 -0.03 -0.01
0.04 -0.01 0.01
0.06 0.05 0.04
0.04 0.01 0.02
0.03 0.01 -0.02
-0.13 -0.03 0.01
0.02 0.04 0.10
0.02 0.02 -0.02
-0.01 0.00 0.00
-0.02 -0.01 0.02
-0.01 0.01 -0.02
-0.01 0.00 -0.01
-0.03 -0.01 0.00
0.00 -0.01 0.03
-0.47 -0.04 -0.18
0.31 0.10 0.05
0.10 -0.03 0.04
-0.04 0.00 0.03
-0.02 0.00 0.00
0.02 0.00 0.01
-0.01 0.02 -0.01
0.05 -0.05 -0.02
-0.05 0.01 0.01
0.03 -0.02 0.00
0.05 -0.02 -0.05
-0.03 0.02 0.03
0.04 -0.02 -0.01
0.02 0.01 -0.03
-0.11 -0.14 0.07
-0.03 0.03 -0.05
0.02 0.00 -0.01
0.01 0.01 -0.01
0.00 -0.02 0.01
0.13 0.02 -0.13
-0.02 -0.01 -0.01
-0.01 0.01 -0.02
0.00 0.02 -0.01
0.03 0.01 0.01
0.02 0.01 0.01
-0.02 0.03 -0.02
-0.03 0.01 0.02
-0.02 -0.02 -0.02
0.01 -0.01 -0.01
-0.02 0.00 -0.02
0.02 0.00 0.01
0.00 0.00 -0.01
0.02 -0.01 0.00
0.00 -0.01 0.02
-0.07 -0.06 0.08
-0.05 -0.05 0.03
0.00 0.09 -0.11
-0.01 0.01 0.07
0.05 -0.03 0.04
-0.07 0.06 -0.05
0.19 -0.19 0.08
0.02 0.04 -0.03
0.09 0.04 0.01
-0.06 -0.09 0.08
0.07 0.40 -0.09
0.05 -0.04 0.01
0.04 -0.05 0.04
0.01 0.07 0.00
0.02 0.00 -0.01
-0.05 0.00 -0.01

Calculated values
- molecular weight (Da) = 1039.99
- HOMO level (spin up / spin down) (Ha) = -0.3663 / -0.3663
- total charge = +1
- ΔE to the lowest compared entry with this formula, charge and spin (kcal per mole) = 117.6
- multiplicity = 2
- HOMO-LUMO gap (spin up / spin down) (eV) = 6.63 / 6.74

=====

Here is a structure of composition C4H3O2 at a distorted geometry from the OMol25 dataset. Energies are from wB97M-V/def2-TZVPD.

Last column: Löwdin charge in e.
Atoms and positions in Å:
C (-0.0903, 0.4643, 0.8182)  -0.064
C (0.6494, -0.2863, -1.5266)  0.042
C (-0.1875, 0.4065, -0.5956)  -0.079
C (0.4642, -1.0898, -0.3451)  0.186
O (-1.0782, 0.1705, 1.5765)  0.192
O (-0.6618, -0.7798, -1.1665)  0.169
H (0.7698, 1.0184, 1.2032)  0.189
H (1.0879, -0.2129, -2.4972)  0.179
H (-0.9535, 0.3090, 2.5331)  0.186

Forces on the atoms, in the same order (eV/Å):
0.58 0.09 -0.59
1.45 0.90 0.78
0.35 1.94 0.02
2.44 -1.17 1.28
-0.70 -0.21 0.20
-4.42 -1.42 -1.07
-0.02 -0.24 -0.02
0.10 0.06 -0.32
0.21 0.05 -0.28

Calculated values
- molecular weight (Da) = 83.07
- HOMO level (Ha) = -0.6109
- total charge = +1
- ΔE to the lowest compared entry with this formula, charge and spin (kcal per mole) = 126.3
- HOMO-LUMO gap (eV) = 11.74

=====

Here is a cluster of 3 separate species, C3H14N2O3 in total at a distorted geometry from the OMol25 dataset. Energies are from wB97M-V/def2-TZVPD.

Last column: Löwdin charge in e.
Atoms and positions in Å:
C (-1.7444, 0.8732, 0.1735)  -0.208
N (-0.4890, 1.6165, 0.0409)  -0.054
C (0.1632, 1.4946, -1.2403)  -0.282
O (1.0927, 2.6007, -1.3870)  -0.085
C (-1.5495, -0.6516, 0.0488)  -0.246
N (-0.9749, -1.2280, 1.2967)  -0.016
H (-2.4404, 1.3331, -0.5072)  0.108
H (-2.0910, 1.0100, 1.1953)  0.105
H (0.1489, 1.3679, 0.7863)  0.106
H (0.8322, 0.6808, -1.5392)  0.112
H (-0.6287, 1.7109, -1.9479)  0.117
H (0.9306, 3.2507, -0.6923)  0.073
H (-2.4619, -1.2319, -0.0638)  0.110
H (-0.8625, -0.8549, -0.7606)  0.072
H (-0.0401, -0.9766, 1.6240)  0.057
H (-1.5880, -0.8752, 2.0189)  0.059
H (0.9825, -2.7783, -1.1903)  0.058
H (0.7571, -1.5633, -0.1534)  -0.016
O (1.2640, -1.9135, -0.8886)  -0.051
H (2.8098, -2.0404, 1.2646)  0.032
H (2.8332, -0.7118, 0.5373)  0.014
O (3.0564, -1.1129, 1.3843)  -0.067

Forces on the atoms, in the same order (eV/Å):
0.81 -0.45 0.38
0.42 -0.79 0.25
0.60 2.56 -0.26
0.16 -0.24 0.21
0.72 0.19 0.80
-0.31 0.08 0.13
-0.48 -0.18 -0.39
-0.30 0.45 0.04
0.06 -0.05 0.16
-0.73 -0.65 0.44
-0.21 -0.68 -0.56
-0.33 -0.14 -0.10
-0.22 0.31 -0.43
-0.24 -0.17 -0.46
-0.13 0.35 -0.64
0.00 -0.37 0.47
-0.48 0.01 0.48
-0.39 -0.85 -0.03
1.04 0.60 -0.46
0.13 0.22 -0.04
0.16 -0.08 -0.08
-0.28 -0.11 0.09

Calculated values
- molecular weight (Da) = 126.16
- HOMO level (Ha) = -0.3453
- total charge = 0
- ΔE to the lowest compared entry with this formula, charge and spin (kcal per mole) = 32.3
- HOMO-LUMO gap (eV) = 9.99

=====

Here is the molecule C4H7NO at a distorted geometry from the OMol25 dataset. Energies are from wB97M-V/def2-TZVPD.

Last column: Löwdin charge in e.
Atoms and positions in Å:
C (1.5447, 0.4587, 0.4794)  -0.108
O (0.9911, -0.6363, -0.2401)  -0.143
C (-0.3377, -0.5142, -0.6990)  -0.390
C (-1.4282, -0.7444, 0.3493)  -0.037
C (-0.4039, 0.8967, -1.1632)  -0.136
N (0.0936, 1.9330, -0.9811)  0.149
H (1.0639, 0.5373, 1.4679)  0.092
H (1.4527, 1.4925, -0.0793)  0.077
H (2.5950, 0.2005, 0.5807)  0.088
H (-0.4468, -1.2359, -1.5169)  0.148
H (-1.3644, -1.7521, 0.7693)  0.087
H (-1.3517, -0.0112, 1.1573)  0.084
H (-2.4085, -0.6246, -0.1244)  0.088

Forces on the atoms, in the same order (eV/Å):
0.34 0.70 0.03
0.09 0.12 -0.04
-0.21 0.06 -0.12
0.00 0.01 0.09
0.52 0.89 0.27
-1.88 0.00 -1.47
0.22 0.15 -0.22
0.61 -2.20 1.27
0.02 0.03 0.18
0.05 0.24 0.13
0.10 0.15 -0.12
0.00 -0.12 -0.10
0.15 -0.03 0.08

Calculated values
- molecular weight (Da) = 85.11
- HOMO level (Ha) = -0.3830
- total charge = 0
- ΔE to the lowest compared entry with this formula, charge and spin (kcal per mole) = 58.9
- HOMO-LUMO gap (eV) = 11.29

=====

Here is a cluster of 2 separate species, C13H23F3NO4S3 in total at a distorted geometry from the OMol25 dataset. Energies are from wB97M-V/def2-TZVPD.

Last column: Löwdin charge in e.
Atoms and positions in Å:
C (5.1751, 3.2693, 0.3000)  -0.215
S (5.1854, 2.3158, -1.1996)  1.147
O (6.7302, 2.3957, -1.6572)  -0.267
C (5.0422, 0.6096, -0.6597)  -0.322
C (4.1161, 0.4589, 0.5489)  -0.301
C (3.7609, -1.0137, 0.7591)  -0.484
S (2.2869, -1.5180, -0.1424)  0.878
C (1.0917, -0.7493, 0.9851)  -1.108
S (0.7534, -1.4439, 2.4024)  0.756
N (0.5830, 0.4298, 0.4829)  -0.192
C (-0.1528, 1.2598, 1.4458)  -0.191
C (-0.5025, 2.5409, 0.7203)  -0.187
O (-1.4530, 2.3363, -0.3031)  -0.103
C (-1.5192, 1.0030, -0.7675)  -0.180
C (-0.1852, 0.2611, -0.7901)  -0.130
H (5.9511, 2.9205, 0.9790)  0.088
H (4.1992, 3.1710, 0.7672)  0.075
H (5.3293, 4.3063, 0.0087)  0.080
H (7.1858, 3.0884, -1.1592)  0.092
H (6.0526, 0.2634, -0.4472)  0.117
H (4.6267, 0.0566, -1.5011)  0.103
H (3.2136, 1.0573, 0.4120)  0.093
H (4.6163, 0.8356, 1.4428)  0.115
H (3.6086, -1.2051, 1.8192)  0.068
H (4.5701, -1.6645, 0.4307)  0.085
H (0.5077, 1.5131, 2.2741)  0.120
H (-1.0343, 0.7575, 1.8451)  0.121
H (-0.8604, 3.2978, 1.4139)  0.129
H (0.4263, 2.9081, 0.2614)  0.118
H (-1.8599, 1.0507, -1.8011)  0.131
H (-2.2709, 0.4223, -0.2283)  0.111
H (0.4172, 0.6299, -1.6207)  0.117
H (-0.4009, -0.7866, -0.9937)  0.120
C (-6.3421, -3.3550, 1.2039)  -0.056
C (-5.2774, -3.7483, 0.2052)  -0.186
O (-5.3532, -2.9321, -0.9863)  0.043
C (-4.7711, -1.7532, -0.9270)  -0.405
O (-4.1739, -1.2796, -0.0043)  0.154
C (-4.9137, -1.0342, -2.2841)  -0.562
F (-6.1398, -1.1464, -2.7787)  0.185
F (-4.0539, -1.5656, -3.1615)  0.167
F (-4.6267, 0.2538, -2.1489)  0.172
H (-7.3299, -3.4033, 0.7461)  0.086
H (-6.3188, -4.0323, 2.0565)  0.085
H (-6.1863, -2.3393, 1.5655)  0.079
H (-5.4259, -4.7667, -0.1446)  0.127
H (-4.2776, -3.6752, 0.6305)  0.124

Forces on the atoms, in the same order (eV/Å):
0.21 -0.05 0.11
-0.29 0.02 -0.32
-0.24 -0.03 0.06
-0.09 -0.14 0.36
0.28 0.21 0.14
-0.04 0.14 0.15
-0.11 -0.29 -0.38
0.08 0.16 -0.35
0.16 0.18 0.34
-0.77 -0.71 0.67
0.11 0.41 -0.15
0.27 -0.20 -0.12
-0.04 0.11 -0.02
-0.14 -0.29 -0.16
0.49 0.57 -0.57
0.04 -0.01 0.03
-0.11 0.00 -0.05
0.00 0.05 -0.01
0.30 0.06 -0.03
0.07 0.01 -0.02
0.06 0.10 -0.20
-0.19 -0.15 0.01
0.07 0.01 0.00
-0.08 -0.09 0.02
0.04 -0.06 -0.05
0.03 -0.21 0.09
-0.04 -0.05 0.06
-0.23 0.02 -0.03
0.04 0.18 0.08
-0.07 0.01 -0.03
0.02 0.10 0.24
0.09 0.03 0.01
0.02 -0.09 0.12
-0.06 0.19 -0.10
-0.03 -0.29 0.32
0.01 0.00 -0.06
-0.07 -0.16 0.00
0.12 0.09 0.07
-0.04 -0.01 0.11
-0.18 -0.02 -0.07
0.15 -0.08 -0.12
0.09 0.24 0.00
0.00 -0.07 0.01
0.01 -0.02 0.00
0.05 -0.02 0.03
-0.03 0.04 -0.12
0.02 0.12 -0.05

Calculated values
- molecular weight (Da) = 410.52
- HOMO level (Ha) = -0.4049
- total charge = +1
- ΔE to the lowest compared entry with this formula, charge and spin (kcal per mole) = 0.0
- HOMO-LUMO gap (eV) = 7.17